1.
Here is a cluster of 2 separate species, C4H13NO2 in total at a distorted geometry from the Open Molecules 2025 dataset. Energies are from ωB97M-V/def2-TZVPD.

Values from the calculation:
⟨S²⟩   0.75
HOMO (alpha / beta)   -0.583 / -0.584 Ha
Total energy   -365.11015 hartree
LUMO energy (alpha / beta)   -2.974 / -7.980 eV

Geometry as ORCA input:
```
! RIJCOSX wB97M-V def2-TZVPD def2/J DEFGRID3
* xyz 1 2
O -1.152 2.497 0.143
O -0.554 1.165 -2.299
N 0.645 0.268 -0.444
C 0.757 -0.588 0.743
C -0.366 0.059 -1.439
C -0.555 -0.480 1.575
C 1.125 -2.037 0.325
H -0.865 0.563 1.534
H -0.165 -0.819 -2.054
H -0.834 2.595 -0.778
H -1.323 -0.149 -0.944
H -1.348 3.377 0.423
H 1.013 -2.674 1.196
H 0.602 1.257 -0.163
H -0.300 -0.624 2.626
H 0.347 1.396 -2.591
H -1.239 -1.270 1.283
H 0.458 -2.344 -0.471
H 1.585 -0.171 1.314
H 2.168 -2.020 0.022
*
```

---

2.
Here is a structure of composition C5H5O4Pd at a distorted geometry from the Open Molecules 2025 dataset. Energies are from ωB97M-V/def2-TZVPD.

Values from the calculation:
⟨S²⟩   2.03
HOMO (alpha / beta)   -0.059 / -0.079 Ha
Total energy   -622.09570 hartree
LUMO energy (alpha / beta)   2.505 / 2.266 eV

Geometry as ORCA input:
```
! RIJCOSX wB97M-V def2-TZVPD def2/J DEFGRID3
* xyz -1 3
Pd 2.245 0.754 -1.352
O 1.438 -0.538 -1.947
O -0.225 2.512 0.653
O 0.792 0.405 0.351
O 1.417 1.757 1.984
C 0.592 1.690 0.956
C 0.329 -1.093 -1.393
C -2.351 -1.487 0.153
C -1.334 -0.627 0.566
C -0.137 -0.416 -0.126
H 0.951 2.098 2.760
H -2.179 -1.774 -0.903
H 0.467 -2.156 -1.080
H -0.536 -1.114 -2.083
H -1.468 -0.008 1.461
*
```

---

3.
Here is a cluster of 2 separate species, C2H8OS2 in total at a distorted geometry from the Open Molecules 2025 dataset. Energies are from ωB97M-V/def2-TZVPD.

Values from the calculation:
SMILES string   CSSC.O
HOMO   -0.323 Ha
Total energy   -952.60019 hartree
LUMO energy   0.725 eV

Geometry as ORCA input:
```
! RIJCOSX wB97M-V def2-TZVPD def2/J DEFGRID3
* xyz 0 1
S 2.236 -0.351 0.623
S 1.261 1.379 0.910
O -3.720 -0.708 0.327
C 2.799 -0.510 -1.077
C -0.518 1.056 0.603
H 3.362 -1.454 -0.988
H -4.418 -1.224 -0.137
H 2.037 -0.629 -1.866
H -0.833 1.331 -0.418
H -1.019 1.728 1.319
H 3.497 0.289 -1.379
H -0.843 0.021 0.804
H -3.840 -0.927 1.279
*
```

---

4.
Here is a cluster of 2 separate species, C6H16NO in total at a distorted geometry from the Open Molecules 2025 dataset. Energies are from ωB97M-V/def2-TZVPD.

Values from the calculation:
⟨S²⟩   0.75
HOMO (alpha / beta)   -0.117 / -0.340 Ha
Total energy   -368.06684 hartree
LUMO energy (alpha / beta)   0.630 / 0.408 eV

Geometry as ORCA input:
```
! RIJCOSX wB97M-V def2-TZVPD def2/J DEFGRID3
* xyz 0 2
O 3.346 -0.253 1.583
N 1.696 1.723 0.256
C -1.296 -0.511 -2.355
C 0.111 -0.145 -0.254
C 0.308 1.381 -0.221
C -1.201 -0.532 -0.864
C -2.245 -1.001 1.385
C -2.206 -1.004 -0.121
H 2.311 2.118 -0.503
H 0.189 1.841 -1.202
H -0.380 1.877 0.453
H 0.279 -0.544 0.744
H -1.650 -0.198 1.812
H 1.739 2.482 0.981
H 0.943 -0.486 -0.883
H 4.164 -0.038 2.060
H 3.191 -1.192 1.744
H -1.177 0.494 -2.773
H -0.546 -1.140 -2.825
H -2.261 -0.838 -2.742
H -1.764 -1.907 1.779
H -3.279 -1.021 1.720
H -3.059 -1.430 -0.639
H 2.210 0.871 0.541
*
```

---

5.
Here is a structure of composition C19H12BrNSY from the Open Molecules 2025 dataset. Energies are from ωB97M-V/def2-TZVPD.

Values from the calculation:
HOMO   -0.413 Ha
Total energy   -3796.30661 hartree
LUMO energy   -3.620 eV

Geometry as ORCA input:
```
! RIJCOSX wB97M-V def2-TZVPD def2/J DEFGRID3
* xyz 1 1
Y -0.369 0.468 0.859
Br 0.441 -1.235 3.056
S -3.580 3.541 -0.653
N 0.241 2.662 0.141
C -2.372 1.379 0.149
C 0.747 -2.656 -2.235
C 1.458 3.233 0.115
C -0.851 3.392 -0.199
C 1.872 -4.894 0.510
C 0.548 5.306 -0.576
C 0.386 -1.482 -0.113
C -3.759 1.085 0.005
C 1.959 -4.917 1.871
C 1.662 4.545 -0.237
C -4.514 2.141 -0.413
C 0.318 -1.533 -1.488
C 1.034 -2.734 1.957
C -2.142 2.708 -0.183
C 1.527 -3.806 2.628
C -0.705 4.732 -0.558
C 1.353 -3.767 -0.173
C 1.254 -3.742 -1.588
C 0.913 -2.630 0.551
H 1.587 -4.609 -2.145
H -0.087 -0.693 -2.053
H 1.588 -3.818 3.707
H 2.294 2.599 0.388
H 0.670 -2.649 -3.315
H 2.659 4.959 -0.246
H 2.199 -5.746 -0.072
H -5.577 2.166 -0.596
H -1.576 5.314 -0.823
H -4.195 0.115 0.201
H 0.661 6.344 -0.857
H 2.354 -5.781 2.386
*
```

---

6.
Here is the ion C12H18ClN2O2 with charge +1 at a distorted geometry from the Open Molecules 2025 dataset. Energies are from ωB97M-V/def2-TZVPD.

Values from the calculation:
SMILES string   CCOC(=O)[C@H]([C@@H](Cl)N(C)C)[n+]1ccccc1
HOMO   -0.444 Ha
Total energy   -1187.97597 hartree
LUMO energy   -4.385 eV

Geometry as ORCA input:
```
! RIJCOSX wB97M-V def2-TZVPD def2/J DEFGRID3
* xyz 1 1
Cl 0.753 -0.904 -2.363
O 2.453 -0.293 -0.043
O 1.322 1.632 0.114
N -0.655 0.184 1.363
N -1.800 -0.800 -1.594
C 4.585 -0.427 -1.018
C -1.711 1.056 3.812
C -0.952 -0.704 2.344
C -1.931 -1.907 -2.567
C 3.585 0.546 -0.467
C -2.771 0.233 -1.906
C -1.309 1.973 2.841
C -0.515 -0.238 -1.259
C 1.333 0.406 0.092
C -1.501 -0.303 3.549
C 0.058 -0.397 0.154
C -0.833 1.523 1.612
H -1.718 -1.088 4.267
H 3.967 1.042 0.430
H 0.277 -1.469 0.349
H -2.999 -2.070 -2.728
H 4.171 -0.975 -1.868
H -1.509 -1.685 -3.559
H -3.760 -0.220 -1.985
H -0.482 2.259 0.892
H -0.673 -1.726 2.101
H -1.344 3.048 3.051
H -2.188 1.357 4.746
H -2.544 0.737 -2.865
H 5.508 0.073 -1.322
H -1.535 -2.860 -2.200
H 4.819 -1.169 -0.253
H -2.781 0.993 -1.120
H 3.265 1.303 -1.190
H -0.586 0.870 -1.412
*
```

---

7.
Here is a structure of composition C54H64As3N3O2S2ScTe from the Open Molecules 2025 dataset. Energies are from ωB97M-V/def2-TZVPD.

Values from the calculation:
HOMO   -0.343 Ha
Total energy   -10943.16460 hartree
LUMO energy   -2.617 eV

Geometry as ORCA input:
```
! RIJCOSX wB97M-V def2-TZVPD def2/J DEFGRID3
* xyz 1 1
Te -1.108 4.488 -3.670
As 2.322 -0.551 1.857
As 2.142 0.449 5.999
As -1.202 -1.252 2.377
Sc 0.086 -0.232 0.026
S 0.730 -2.924 0.055
S 2.950 -3.673 -1.863
O -1.827 -3.519 -1.780
O -1.580 -0.870 -0.720
N 0.430 1.790 0.880
N 0.664 -4.778 -1.817
N -1.484 1.966 -1.643
C 1.350 2.523 0.344
C -4.879 -1.716 -2.053
C 0.761 -0.378 4.845
C -1.226 1.427 -2.966
C -4.092 4.629 -2.892
C -2.924 3.895 2.747
C -1.754 4.244 1.874
C -2.491 -2.600 1.824
C -4.701 0.632 -1.781
C 1.519 3.930 0.761
C 1.333 2.238 5.939
C -0.190 -2.371 3.632
C 2.285 -1.790 3.384
C -3.952 -4.431 -1.401
C -3.850 3.005 2.374
C 3.652 0.717 -2.725
C -4.935 -4.410 -0.416
C 1.389 -2.725 5.491
C -2.528 1.647 -0.981
C -0.352 3.762 2.389
C -5.624 -6.623 -1.051
C -0.614 2.458 1.616
C 2.199 1.888 -0.684
C 3.190 1.014 2.632
C -5.759 -5.509 -0.233
C -4.998 5.757 -0.965
C -3.806 -5.557 -2.204
C -2.750 2.388 0.285
C -5.180 5.000 -2.113
C 3.317 2.541 -1.207
C -3.562 -1.903 -1.613
C -3.008 -3.282 -1.602
C 2.550 0.064 -2.181
C -2.392 -0.274 3.572
C 1.062 -1.791 4.318
C 1.345 -3.827 -1.216
C -2.626 5.775 -1.377
C -5.472 -0.474 -2.147
C -2.800 -0.783 -1.236
C 1.382 -0.048 7.736
C 3.909 -1.285 1.005
C -1.608 3.231 0.724
C 4.046 1.953 -2.228
C -2.804 5.000 -2.521
C -4.648 -6.646 -2.038
C -3.400 0.491 -1.341
C 0.785 4.480 1.733
C 1.790 0.616 -1.152
C -6.887 -0.301 -2.633
C -3.796 2.253 1.106
C 1.370 -5.640 -2.755
C 2.598 -4.849 -3.210
C -3.718 6.155 -0.607
C -1.632 2.437 -4.042
H -0.173 -0.384 5.415
H 1.011 5.487 2.070
H -5.045 -3.535 0.215
H 2.409 -4.287 -4.122
H -4.543 -7.513 -2.678
H -1.092 3.656 -0.132
H -3.568 6.761 0.278
H -5.449 -2.587 -2.358
H 4.251 -0.593 0.235
H -4.619 1.592 0.859
H -2.856 -3.135 2.701
H 0.261 2.179 6.138
H -5.123 1.628 -1.846
H -0.919 -2.658 4.396
H -0.157 1.230 -3.041
H -5.848 6.047 -0.361
H -6.928 0.362 -3.499
H 2.298 -2.403 6.005
H -6.283 -7.471 -0.922
H 3.610 1.595 1.811
H -1.901 0.577 4.039
H 0.721 -5.878 -3.595
H 0.068 -3.274 3.072
H 2.304 4.508 0.298
H 4.208 0.262 -3.537
H 4.909 2.459 -2.639
H 1.495 2.692 4.961
H 0.573 -2.743 6.217
H -2.757 -0.956 4.340
H 2.283 -0.908 -2.582
H 2.482 1.643 3.170
H 0.616 0.310 4.002
H -4.699 2.825 3.022
H -6.180 4.715 -2.420
H -3.322 -2.105 1.322
H -2.019 -3.292 1.129
H 1.656 -6.570 -2.261
H -1.763 0.492 -3.158
H 3.987 0.702 3.305
H -1.155 2.189 -4.989
H -7.324 -1.256 -2.921
H -1.151 1.734 2.228
H 2.417 -2.786 2.951
H 1.553 -3.744 5.136
H -3.037 -5.564 -2.966
H -0.227 3.716 3.475
H 1.799 2.872 6.692
H 3.462 -5.491 -3.353
H 0.294 0.029 7.719
H -3.045 4.437 3.680
H 3.669 -2.241 0.543
H -1.790 5.301 1.595
H -1.630 6.089 -1.087
H 4.692 -1.427 1.750
H 1.773 0.635 8.490
H -4.263 4.073 -3.806
H -0.327 -4.860 -1.618
H 3.639 3.501 -0.825
H -2.709 2.419 -4.198
H 3.182 -1.565 3.966
H 1.669 -1.060 8.010
H -6.513 -5.495 0.543
H -7.518 0.137 -1.857
H -3.231 0.090 2.978
*
```

---

8.
Here is a structure of composition C31H36BHfN8O2S at a distorted geometry from the Open Molecules 2025 dataset. Energies are from ωB97M-V/def2-TZVPD.

Values from the calculation:
HOMO   -0.325 Ha
Total energy   -2262.40865 hartree
LUMO energy   -3.093 eV

Geometry as ORCA input:
```
! RIJCOSX wB97M-V def2-TZVPD def2/J DEFGRID3
* xyz 1 1
Hf -0.167 0.976 0.444
S 1.085 -1.665 -0.232
O 2.231 -1.778 -1.128
O -0.171 -1.008 -0.777
N 2.192 1.309 1.413
N -1.671 3.310 1.793
N -1.772 1.146 3.054
N 1.249 -0.756 1.035
N -0.696 0.417 2.506
N -0.489 2.988 1.106
N -3.061 1.477 0.938
N -2.177 0.672 0.188
C -0.894 -5.162 0.324
C 1.327 1.276 -2.411
C 0.697 -3.394 0.154
C -4.333 1.126 0.628
C -0.611 -3.811 0.354
C 0.363 4.024 1.265
C -2.294 2.364 -2.756
C -0.282 -0.463 3.479
C -2.933 -0.232 -0.492
C -0.262 5.029 2.010
C 2.341 -0.027 1.478
C 4.456 0.263 2.582
C 1.693 -4.350 0.061
C -0.957 1.675 -2.693
C 4.336 1.672 2.455
C 2.796 1.453 -2.125
C -4.287 0.025 -0.236
C -1.541 4.556 2.328
C -1.142 -0.372 4.564
C 0.084 -6.146 0.204
C 0.830 0.359 -3.329
C 1.574 -0.733 -4.080
C -0.254 -7.594 0.204
C 3.487 -0.590 2.090
C -2.047 0.670 4.283
C 3.163 2.129 1.898
C -1.441 -0.310 -4.319
C 1.390 -5.698 0.067
C 0.225 2.131 -1.994
C -0.595 0.560 -3.441
C 0.501 3.625 -1.788
B -2.617 2.165 2.273
H -2.467 -0.995 -1.101
H -5.203 1.592 1.046
H 3.216 0.470 -1.802
H 1.144 -1.739 -3.975
H -2.537 2.830 -1.791
H 0.569 4.086 -2.769
H -1.007 -0.944 5.460
H -2.886 0.994 4.895
H 2.972 2.213 -1.354
H -2.314 5.064 2.893
H 1.330 3.996 0.760
H -1.305 -7.709 0.411
H -2.485 -0.118 -4.127
H -3.092 1.646 -2.983
H 0.519 -1.145 3.224
H 0.334 -8.135 0.928
H -1.271 -0.126 -5.368
H -3.589 2.584 2.882
H 1.471 3.781 -1.279
H 5.101 2.354 2.804
H -5.136 -0.498 -0.684
H 3.590 -1.670 2.212
H -1.932 -5.511 0.402
H -0.061 -8.074 -0.760
H -1.278 -1.383 -4.149
H 2.735 -4.016 -0.084
H 0.231 5.946 2.295
H 2.197 -6.440 -0.090
H -0.314 4.117 -1.272
H -1.438 -3.075 0.478
H 1.625 -0.523 -5.143
H 3.352 1.745 -3.015
H -2.318 3.158 -3.486
H 5.318 -0.173 3.113
H 3.008 3.204 1.763
H 2.595 -0.815 -3.714
*
```

---

9.
Here is a cluster of 8 separate species, C31H63NO15S7 in total at a distorted geometry from the Open Molecules 2025 dataset. Energies are from ωB97M-V/def2-TZVPD.

Values from the calculation:
SMILES string   O=S1(=O)CCCC1.O=S1(=O)CCCC1.O=S1(=O)CCCC1.O=S1(=O)CCCC1.O=S1(=O)CCCC1.O=S1(=O)CCCC1.O=S1(=O)CCCC1.CNC(C)=O
HOMO   -0.366 Ha
Total energy   -5189.43781 hartree
LUMO energy   -0.227 eV

Geometry as ORCA input:
```
! RIJCOSX wB97M-V def2-TZVPD def2/J DEFGRID3
* xyz 0 1
S -5.698 0.146 6.511
S 0.305 -0.581 0.971
S 1.837 -5.974 4.526
S 0.347 5.172 1.182
S 0.392 3.321 -3.961
S 1.074 -2.295 -3.650
S 6.200 1.573 -1.413
O 1.180 2.808 -2.820
O 1.140 -1.099 -2.795
O 1.613 -0.045 1.342
O -0.048 5.103 2.573
O -6.588 -0.842 7.081
O -0.389 6.062 0.265
O -0.034 -2.626 -4.566
O 7.076 1.569 -2.574
O 1.376 -7.373 4.472
O -3.740 1.006 -3.185
O -5.459 1.513 7.023
O 6.267 2.623 -0.433
O 0.513 2.849 -5.295
O 0.093 -1.974 0.780
O 2.263 -5.442 5.798
N -4.444 -1.043 -2.705
C 3.883 0.046 -1.515
C 0.329 3.434 0.447
C 1.825 2.966 0.548
C 4.646 -0.374 -0.159
C -4.032 -0.653 6.125
C 3.660 -3.319 -3.449
C 0.662 -4.878 3.742
C -3.251 -1.820 -3.018
C -2.379 -0.117 1.322
C -1.433 3.161 -3.533
C 3.202 -5.800 3.375
C -1.976 4.403 -2.870
C 2.656 -2.684 -4.520
C 4.359 1.426 -1.913
C -1.023 -0.023 2.192
C -0.549 0.344 -0.377
C 2.710 -4.815 2.363
C -6.195 0.302 4.697
C -2.031 0.644 0.067
C 1.281 -3.813 -2.606
C 6.099 -0.073 -0.512
C 2.182 5.456 0.918
C -4.613 0.249 -2.797
C -5.645 -0.974 4.110
C -5.836 0.848 -2.239
C -4.208 -1.141 4.646
C 0.274 5.228 -3.870
C 2.678 4.226 0.207
C 2.783 -3.729 -2.293
C -1.172 5.581 -3.430
C 1.214 -4.973 2.359
H 6.856 0.052 0.261
H 3.148 -4.617 -1.777
H -1.652 6.130 -4.240
H -3.852 -2.169 4.702
H -3.489 -2.310 -3.962
H -0.462 -0.263 -1.278
H 4.496 -1.368 0.263
H -0.392 -5.104 3.902
H -0.952 -0.704 3.040
H 2.477 6.446 0.568
H 0.966 -5.950 1.946
H 3.013 -1.701 -4.826
H 3.794 -0.664 -2.337
H 4.252 1.972 -2.850
H -3.331 0.267 1.689
H 4.133 -4.082 -4.067
H -5.782 -0.948 3.029
H -3.347 0.189 6.230
H -3.411 -0.710 4.039
H -6.117 -1.889 4.467
H 0.942 5.507 -3.056
H -2.389 -1.153 -3.011
H 2.806 0.106 -1.356
H 0.734 -4.649 -3.041
H 3.157 -4.972 1.381
H 2.584 4.564 -0.825
H 1.975 2.219 -0.231
H 4.267 0.285 0.622
H 2.691 5.492 1.881
H -2.764 0.496 -0.726
H -2.049 1.688 0.381
H 0.552 5.623 -4.847
H -1.813 4.420 -1.792
H -2.527 -1.192 1.219
H 2.437 -3.424 -5.289
H -5.614 1.103 -1.203
H -2.032 2.892 -4.403
H 2.917 -3.779 2.631
H 4.457 -2.623 -3.186
H -7.273 0.448 4.755
H -0.091 1.277 -0.705
H -2.973 -2.659 -2.381
H -6.774 0.300 -2.151
H 3.392 -6.801 2.987
H 4.005 2.185 -1.216
H 2.065 2.495 1.502
H 2.889 -2.975 -1.514
H -5.751 1.190 4.248
H 0.115 3.698 -0.588
H 0.570 -3.474 -1.853
H -0.818 0.993 2.531
H -5.182 -1.539 -2.225
H 0.826 -3.882 4.154
H -1.095 6.423 -2.742
H -0.394 2.871 1.038
H 4.011 -5.424 4.000
H -1.527 2.227 -2.980
H -3.026 4.530 -3.132
H 3.716 4.007 0.459
H 0.658 -4.279 1.728
H -3.731 -1.343 6.914
H -6.091 1.805 -2.693
H 6.424 -0.828 -1.228
*
```